[1]
C13H22FI2InOP2 | the ωB97M-V functional and the def2-TZVPD basis

Values from the calculation:
E_HOMO (spin up / spin down)	-14.43 / -14.42	eV
spin multiplicity	1
energy above the lowest of the compared OMol25 structures with the same formula, charge and spin	546.2	kJ/mol
HOMO-LUMO gap (spin up / spin down)	3.885 / 3.857	eV
net charge	+2

Last column: Mulliken charge in e.
Geometry (Å):
I (-0.023, -2.085, -4.238)  0.699
I (-0.036, 2.620, -2.546)  -0.196
In (-0.012, 0.725, 0.513)  0.888
P (-2.546, 0.078, 0.033)  0.528
C (-3.081, -0.014, -1.718)  -0.980
C (-3.396, -1.341, 0.795)  -1.217
H (-4.451, -1.061, 0.934)  0.429
H (-4.520, 1.154, 0.833)  0.430
H (-2.963, -1.596, 1.769)  0.352
H (-3.071, 1.822, 1.642)  0.384
H (-2.712, -0.945, -2.167)  0.289
H (-3.331, -2.218, 0.135)  0.385
C (-3.485, 1.482, 0.684)  -1.261
H (-4.174, 0.017, -1.816)  0.425
H (-3.442, 2.307, -0.034)  0.394
H (-2.630, 0.821, -2.273)  0.255
P (2.546, 0.062, 0.037)  0.530
C (3.098, -0.030, -1.708)  -1.016
C (3.493, 1.458, 0.694)  -1.256
H (2.949, -1.616, 1.772)  0.351
H (4.442, -1.087, 0.946)  0.429
H (3.322, -2.237, 0.139)  0.387
C (3.387, -1.361, 0.801)  -1.209
H (3.077, 1.801, 1.650)  0.382
H (4.525, 1.123, 0.849)  0.427
H (4.190, -0.004, -1.798)  0.420
H (2.657, 0.808, -2.265)  0.276
H (3.460, 2.285, -0.023)  0.398
H (2.729, -0.957, -2.162)  0.305
C (0.025, -0.737, -1.272)  0.321
O (0.032, -1.515, -2.208)  -0.528
F (-0.003, 0.198, 6.997)  -0.284
C (-0.012, 0.173, 5.628)  0.258
C (1.241, 0.160, 4.992)  -1.053
C (1.213, 0.177, 3.536)  0.148
C (-0.008, 0.261, 2.912)  0.162
C (-1.227, 0.190, 3.556)  0.158
C (-1.257, 0.172, 4.982)  -1.082
H (2.163, 0.144, 5.541)  0.483
H (2.196, 0.140, 3.057)  0.334
H (-2.194, 0.164, 3.057)  0.334
H (-2.156, 0.165, 5.532)  0.521



[2]
C2HI2NO2 | the ωB97M-V functional and the def2-TZVPD basis

Values from the calculation:
E_HOMO	-9.99	eV
spin multiplicity	1
energy above the lowest of the compared OMol25 structures with the same formula, charge and spin	0.0	kJ/mol
HOMO-LUMO gap	9.287	eV

Last column: Mulliken charge in e.
Geometry (Å):
C (0.611, 0.004, -0.327)  0.150
C (2.153, -1.675, 2.217)  0.057
N (2.002, -0.857, 1.283)  -0.370
O (1.432, 0.475, -1.053)  -0.406
O (0.725, -0.619, 0.847)  -0.017
I (4.154, -1.786, 2.837)  0.142
I (0.653, -2.603, 3.414)  0.122
H (-0.421, 0.045, -0.748)  0.322



[3]
C32H27IOPRh | the ωB97M-V functional and the def2-TZVPD basis

Values from the calculation:
E_HOMO (spin up / spin down)	-5.48 / -7.82	eV
spin multiplicity	5
HOMO-LUMO gap (spin up / spin down)	5.399 / 7.695	eV

Last column: Mulliken charge in e.
Geometry (Å):
Rh (-1.422, -0.207, -0.173)  -0.680
I (-1.699, -0.616, -2.839)  0.195
C (0.106, -0.274, -3.830)  -0.217
C (-0.108, 0.137, -5.118)  -0.620
C (0.945, 0.268, -6.046)  -0.804
C (2.197, -0.074, -5.658)  -0.838
C (2.462, -0.484, -4.326)  1.044
C (3.797, -0.841, -4.011)  -0.795
C (4.140, -1.219, -2.755)  -1.161
C (3.153, -1.179, -1.753)  -0.161
C (1.849, -0.828, -1.985)  0.437
P (0.868, -0.640, -0.415)  1.590
C (1.912, 0.491, 0.560)  0.224
C (2.725, 1.461, -0.016)  -0.392
C (3.369, 2.400, 0.778)  -0.670
C (3.210, 2.380, 2.155)  -0.582
C (2.387, 1.424, 2.737)  -0.601
C (1.734, 0.495, 1.944)  -0.447
C (1.140, -2.284, 0.345)  0.999
C (2.199, -2.593, 1.196)  -0.109
C (2.336, -3.872, 1.718)  -0.916
C (1.418, -4.860, 1.388)  -0.503
C (0.360, -4.562, 0.541)  -0.697
C (0.219, -3.282, 0.029)  -0.458
C (1.434, -0.534, -3.338)  0.507
H (-1.117, 0.339, -5.450)  0.376
H (0.734, 0.599, -7.053)  0.389
H (3.026, -0.039, -6.354)  0.357
H (4.534, -0.807, -4.805)  0.363
H (5.152, -1.508, -2.507)  0.422
H (3.464, -1.405, -0.741)  0.266
H (2.859, 1.496, -1.090)  0.424
H (3.996, 3.152, 0.316)  0.414
H (3.716, 3.110, 2.772)  0.392
H (2.246, 1.407, 3.810)  0.403
H (1.073, -0.232, 2.401)  0.252
H (2.918, -1.830, 1.468)  0.423
H (3.162, -4.094, 2.381)  0.415
H (1.525, -5.858, 1.794)  0.402
H (-0.364, -5.325, 0.286)  0.421
H (-0.621, -3.053, -0.618)  0.194
C (-3.158, 0.337, 3.257)  -0.929
C (-2.056, -0.663, 3.089)  0.921
C (-1.123, -0.912, 4.244)  -1.327
O (-1.878, -1.224, 2.023)  -0.539
H (-3.391, 0.536, 4.302)  0.422
H (-4.045, 0.014, 2.714)  0.296
H (-2.827, 1.263, 2.774)  0.130
H (-1.679, -1.078, 5.166)  0.475
H (-0.521, -0.011, 4.395)  0.257
H (-0.473, -1.756, 4.024)  0.310
C (-2.270, 1.648, 0.083)  -1.932
C (-3.462, 2.362, 0.293)  1.820
C (-4.731, 1.719, 0.291)  -0.215
C (-5.900, 2.418, 0.521)  -0.572
C (-5.872, 3.790, 0.761)  -0.419
C (-4.643, 4.451, 0.762)  -0.391
C (-3.470, 3.763, 0.535)  -0.459
H (-4.768, 0.651, 0.104)  0.395
H (-6.847, 1.890, 0.509)  0.366
H (-6.790, 4.335, 0.939)  0.368
H (-4.607, 5.519, 0.942)  0.363
H (-2.522, 4.288, 0.537)  0.405



Result set for M: 643.890; 324.843; 688.351 g mol⁻¹, one per record in the order listed.
Result set for max |F|: 0.1198; 0.0580; 0.0073 Eh/bohr, one per record in the order listed.